{"formula": "C24H22N3O2SSm", "method": "ωB97M-V/def2-TZVPD", "total_charge": 2, "total_energy_ha": -2298.09919, "s_squared": 8.77, "multiplicity": 6, "de_lowest_kcal_mol": 36.9, "lumo_ha": [-0.2716, -0.2716], "elements": ["C", "H", "H", "S", "C", "C", "C", "H", "H", "H", "H", "C", "H", "C", "C", "H", "C", "H", "H", "N", "Sm", "N", "C", "H", "H", "H", "H", "C", "C", "C", "C", "O", "C", "H", "C", "C", "O", "C", "H", "C", "H", "N", "C", "H", "C", "H", "H", "C", "C", "H", "H", "C", "C"], "xyz": [[3.01, 4.34, 2.69], [1.95, -1.51, -0.25], [-3.14, -5.16, 2.16], [-0.98, -1.30, 0.24], [3.37, 2.71, 0.99], [-0.94, -2.81, 1.18], [-4.24, 2.48, 0.71], [-3.05, -3.05, 0.87], [0.92, 4.68, 3.13], [-2.67, 3.38, 1.87], [1.16, -2.75, 1.65], [0.00, -1.77, -1.22], [-5.04, 2.83, 1.35], [1.21, 3.26, 1.57], [0.16, -4.46, 2.48], [4.03, 2.10, 0.38], [-1.05, -5.14, 2.62], [1.06, -4.85, 2.94], [-1.08, -6.05, 3.20], [2.06, 2.52, 0.82], [0.88, 0.93, -0.60], [-0.55, 2.55, 0.36], [-3.54, 1.27, -1.27], [-1.75, -2.22, -2.37], [-5.58, 1.48, -0.64], [2.48, 1.82, -3.85], [-1.43, 1.29, -1.69], [1.41, -1.72, -1.18], [2.44, 1.38, -2.85], [-2.22, 1.58, -0.99], [1.45, -2.49, -3.46], [-0.02, -0.31, 0.92], [1.65, 4.15, 2.53], [-3.80, 0.71, -2.16], [0.06, -2.54, -3.49], [-0.67, -2.18, -2.36], [1.12, 1.03, -2.52], [3.89, 3.62, 1.90], [2.84, 2.15, -2.16], [-2.16, -3.46, 1.32], [2.01, -2.78, -4.34], [-0.18, 3.14, 1.40], [-1.91, 2.33, 0.15], [3.10, 0.50, -2.86], [-2.20, -4.64, 2.04], [4.96, 3.75, 1.98], [-0.46, -2.86, -4.38], [2.12, -2.10, -2.31], [-4.55, 1.72, -0.42], [3.39, 5.04, 3.42], [3.20, -2.10, -2.29], [-2.93, 2.79, 1.00], [0.23, -3.29, 1.75]], "lowdin_charge": [0.006, 0.110, 0.123, 1.083, -0.097, -0.380, -0.028, 0.116, 0.135, 0.123, 0.111, -0.412, 0.125, -0.295, -0.038, 0.122, -0.030, 0.122, 0.124, -0.027, 1.652, -0.078, -0.048, 0.129, 0.124, 0.103, 0.087, -0.177, -0.186, -0.064, -0.014, -0.638, 0.045, 0.123, -0.011, -0.044, -0.455, -0.004, 0.072, -0.070, 0.130, 0.144, -0.261, 0.076, -0.040, 0.129, 0.130, -0.048, -0.025, 0.134, 0.129, 0.021, -0.056]}

---

{"formula": "C24H22N3O5S2Tl", "method": "ωB97M-V/def2-TZVPD", "total_charge": 0, "total_energy_ha": -2436.96079, "multiplicity": 1, "de_lowest_kcal_mol": 40.4, "lumo_ha": -0.0327, "elements": ["H", "S", "C", "C", "H", "C", "H", "H", "C", "C", "C", "H", "H", "Tl", "C", "C", "O", "C", "C", "C", "C", "H", "C", "H", "N", "O", "O", "C", "C", "C", "C", "H", "H", "C", "C", "C", "H", "C", "S", "H", "O", "H", "C", "C", "H", "H", "N", "C", "O", "H", "H", "H", "H", "N", "H", "H", "H"], "xyz": [[-4.64, -1.60, 3.21], [2.42, 2.08, -1.46], [-4.35, -1.59, 1.08], [1.24, 3.64, -3.32], [-0.80, 2.80, 2.79], [-1.43, 2.33, 2.02], [-0.44, -4.08, 0.63], [0.39, 4.88, -4.83], [2.64, -5.60, -1.35], [-0.75, 4.93, -3.02], [2.23, -1.10, 0.80], [-3.80, -1.38, -0.98], [-1.66, 4.15, 0.94], [0.76, 0.63, 0.00], [3.54, -3.39, -1.55], [-0.27, 0.48, 3.08], [1.87, -7.74, -1.21], [-4.04, -1.24, 2.38], [1.48, -3.77, -0.30], [0.27, -3.28, 0.38], [0.98, 3.92, 1.00], [-5.21, -2.22, 0.87], [1.16, 3.17, -2.01], [-0.78, 0.71, 4.02], [0.04, 3.15, 0.18], [0.00, -2.13, 0.63], [2.45, -1.58, -0.47], [1.57, -5.13, -0.60], [-0.83, 4.48, -1.71], [-2.96, -0.42, 2.63], [-2.44, -0.33, 0.29], [1.09, 3.47, 1.98], [0.63, 4.96, 1.11], [-1.31, 3.13, 0.72], [0.11, 3.61, -1.18], [2.50, -2.91, -0.74], [4.40, -5.14, -2.45], [-2.14, 0.05, 1.60], [-1.54, 0.14, -1.14], [4.27, -2.69, -1.92], [2.54, -1.71, 1.79], [-1.50, 5.60, -3.40], [0.30, 4.51, -3.82], [-3.56, -1.13, 0.05], [-1.63, 4.83, -1.09], [0.81, -5.82, -0.27], [-1.02, 0.92, 1.90], [3.61, -4.73, -1.85], [3.65, -7.37, -2.36], [2.05, 3.28, -3.94], [-1.96, 2.68, -0.04], [-2.74, -0.14, 3.65], [-0.08, -0.59, 3.02], [2.72, -7.01, -1.66], [0.70, 0.99, 3.08], [1.95, 3.92, 0.52], [-2.47, 2.40, 2.36]], "lowdin_charge": [0.102, 0.610, -0.086, -0.121, 0.115, -0.144, 0.142, 0.103, -0.137, -0.081, -0.445, 0.096, 0.127, 0.777, 0.047, -0.078, 0.087, -0.083, -0.080, -0.147, -0.062, 0.104, -0.635, 0.091, -0.242, -0.009, -0.043, 0.072, -0.026, -0.030, -0.610, 0.082, 0.106, -0.192, -0.304, -0.180, 0.126, -0.283, 0.656, 0.132, 0.078, 0.101, -0.087, -0.125, 0.105, 0.130, -0.215, 0.036, 0.086, 0.097, 0.102, 0.110, 0.097, -0.366, 0.088, 0.068, 0.139]}

---

{"formula": "C24H22N5O3S5Tc", "method": "ωB97M-V/def2-TZVPD", "total_charge": 1, "total_energy_ha": -3498.88009, "s_squared": 0.83, "multiplicity": 2, "de_lowest_kcal_mol": 35.0, "lumo_ha": [-0.1866, -0.1741], "elements": ["H", "H", "O", "C", "C", "H", "C", "H", "C", "C", "C", "C", "H", "C", "N", "C", "C", "S", "H", "N", "H", "H", "C", "O", "S", "S", "C", "H", "H", "H", "Tc", "C", "H", "H", "H", "C", "O", "C", "N", "C", "N", "S", "H", "C", "C", "H", "H", "C", "H", "C", "H", "C", "H", "H", "N", "C", "C", "S", "H", "C"], "xyz": [[4.23, -2.36, 0.40], [3.33, 1.99, 3.55], [-0.39, -2.72, -1.08], [-1.97, -0.14, 3.30], [1.57, 0.90, -4.48], [-1.99, 1.39, 6.30], [-3.72, -1.76, -0.69], [0.26, 2.03, 5.49], [2.61, 1.32, -5.28], [0.63, 0.44, -2.21], [2.56, 1.40, 4.04], [-5.07, -1.86, -0.96], [2.26, 1.94, 4.93], [-2.44, 0.25, 4.54], [2.80, 0.31, 1.47], [-3.18, -3.66, -2.09], [-1.45, -2.22, -0.77], [-1.19, 1.99, 0.66], [-5.78, -1.17, -0.53], [-1.60, -1.11, 0.08], [-1.01, 1.09, -3.42], [2.99, 0.44, 4.35], [-4.54, -3.77, -2.36], [-3.44, 0.11, 0.80], [-0.10, 3.21, -0.59], [1.58, 3.53, 0.62], [3.98, 1.67, -3.33], [-2.57, -0.74, 2.64], [3.04, 1.22, -1.45], [0.63, 0.61, -4.93], [-0.08, 0.00, 0.82], [0.03, 0.97, 3.64], [4.63, 2.03, -5.34], [2.49, 1.34, -6.36], [3.60, 0.79, 1.86], [3.82, 1.70, -4.71], [0.91, 0.19, -1.03], [1.40, 1.16, 3.13], [-0.77, 0.22, 2.84], [2.91, -0.99, 1.07], [4.13, -1.44, 0.80], [0.86, 3.74, 2.43], [-1.47, 0.25, -1.92], [-1.64, 1.05, 5.34], [-2.80, -2.63, -1.24], [-6.51, -3.01, -2.05], [-3.42, -0.07, 4.85], [-5.47, -2.89, -1.81], [-4.89, -4.56, -3.02], [-2.97, -0.80, 0.16], [-2.45, -4.34, -2.51], [-0.39, 1.41, 4.88], [4.95, -0.86, 0.83], [4.92, 1.98, -2.89], [1.54, 0.67, 1.92], [1.72, 0.86, -3.09], [-0.76, 0.28, -2.73], [1.54, -1.95, 0.92], [-0.81, -0.66, -3.29], [2.94, 1.24, -2.52]], "lowdin_charge": [0.112, 0.082, 0.032, -0.093, -0.008, 0.123, -0.094, 0.119, -0.053, -0.364, -0.029, 0.015, 0.081, -0.014, 0.010, 0.013, -0.451, 0.244, 0.126, -0.073, 0.104, 0.109, -0.047, 0.032, 0.060, -0.057, -0.055, 0.101, 0.102, 0.117, 1.178, -0.279, 0.114, 0.113, 0.144, -0.052, -0.192, -0.400, -0.068, -0.791, 0.128, 0.179, 0.061, -0.018, -0.099, 0.112, 0.121, -0.046, 0.112, -0.457, 0.125, 0.000, 0.121, 0.110, -0.216, -0.155, 0.009, 0.793, 0.119, -0.010]}

---

{"formula": "C24H22N6O2Os", "method": "ωB97M-V/def2-TZVPD", "total_charge": 4, "total_energy_ha": -1495.62998, "s_squared": 6.05, "multiplicity": 5, "lumo_ha": [-0.4319, -0.5756], "elements": ["H", "H", "Os", "C", "H", "H", "C", "N", "C", "H", "C", "C", "H", "C", "H", "H", "H", "H", "N", "H", "H", "C", "C", "C", "H", "C", "C", "C", "H", "C", "H", "O", "C", "N", "H", "H", "N", "C", "C", "O", "H", "C", "H", "C", "H", "C", "C", "N", "C", "H", "N", "H", "C", "C", "C"], "xyz": [[-2.14, 3.46, -0.84], [2.79, 3.03, -0.53], [-0.08, -0.33, 0.35], [-0.63, -5.95, 0.05], [-0.81, 2.90, -2.85], [1.66, 2.69, -2.69], [-0.31, 3.04, -1.90], [-0.17, -4.61, 0.07], [-1.07, -6.46, 1.28], [-1.68, -8.21, 2.39], [1.07, 2.92, -1.81], [-1.32, -8.65, 0.30], [0.71, -4.67, 2.07], [-0.56, -6.78, -1.06], [4.83, 0.54, -2.24], [4.16, -0.78, -3.22], [-4.54, 1.24, -2.54], [-0.37, -2.24, 2.13], [-1.73, 0.32, -1.40], [-0.84, 2.32, 4.73], [0.84, 1.74, 4.95], [-0.42, 3.54, 0.45], [1.42, -0.94, 1.27], [-1.75, -0.71, 1.08], [1.46, 3.59, 1.49], [-1.77, -10.01, 0.39], [2.99, -0.22, -1.56], [0.96, 3.42, 0.54], [-0.84, -3.76, -1.76], [-0.54, -3.57, -0.74], [-4.65, -0.53, -2.45], [2.43, -1.29, 1.78], [-0.16, 1.46, 4.60], [-0.50, -2.42, -0.03], [-0.74, -8.86, -1.74], [-1.09, -5.81, 2.15], [-0.01, 1.11, 2.03], [-0.11, 1.09, 3.21], [-3.99, 0.31, -2.70], [-2.79, -1.13, 1.44], [-1.00, 3.80, 1.33], [-0.87, -8.15, -0.92], [-0.12, -6.39, -1.98], [1.71, 3.11, -0.59], [4.90, -1.13, -1.64], [-2.77, 0.29, -1.92], [-1.40, -7.81, 1.41], [-2.18, -11.11, 0.44], [-1.06, 3.35, -0.77], [-3.75, 0.24, -3.77], [1.91, -0.03, -1.18], [-0.53, 0.64, 5.22], [-0.07, -2.78, 1.24], [0.31, -4.07, 1.25], [4.28, -0.41, -2.19]], "lowdin_charge": [0.146, 0.146, 1.353, -0.131, 0.143, 0.135, 0.008, 0.007, 0.119, 0.175, -0.029, -0.144, 0.170, 0.148, 0.114, 0.117, 0.115, 0.119, 0.084, 0.130, 0.129, -0.043, -0.349, -0.340, 0.142, -0.114, -0.172, -0.003, 0.162, 0.015, 0.113, 0.174, 0.024, -0.058, 0.174, 0.147, 0.062, -0.095, -0.002, 0.183, 0.134, 0.135, 0.162, 0.021, 0.113, -0.169, 0.140, 0.275, 0.019, 0.117, 0.081, 0.123, -0.230, 0.012, -0.004]}